The following is a quantum chemistry calculation of a structure of composition C7H10, from OMol25.

Results
Kohn-Sham gap = 8.8 eV
Highest occupied orbital energy = -8.5 eV
Energy above the lowest of the compared OMol25 structures with the same formula, charge and spin = 8.283 eV
Total energy = -272.41360 Ha
Spin multiplicity = 1

Each line ends with the Löwdin charge.
Geometry (Å):
C1 -1.537 0.283 0.699  -0.08
C2 -0.496 -0.698 1.147  -0.20
C3 -1.236 -0.909 -0.166  -0.17
C4 0.090 -0.775 -0.955  -0.17
C5 0.579 0.645 -1.446  -0.10
C6 1.365 0.743 -0.120  -0.21
C7 0.793 -0.464 0.373  -0.24
H1 -2.481 0.228 1.236  0.11
H2 -1.247 1.292 0.419  0.10
H3 -0.583 -1.264 2.068  0.12
H4 -2.012 -1.634 -0.394  0.13
H5 0.325 -1.607 -1.621  0.14
H6 -0.251 1.349 -1.560  0.10
H7 1.185 0.656 -2.358  0.10
H8 2.441 0.889 -0.176  0.09
H9 1.415 1.131 1.204  0.12
H10 1.648 0.149 1.718  0.16

Forces on atoms 1 to 6 (eV/Å):
-0.1 0.2 0.0
0.1 -0.1 0.3
-0.2 -0.1 -0.1
0.0 -0.1 -0.1
0.0 0.1 -0.2
0.1 -0.2 -0.1